1.
Below is one molecule with the formula C3H2N2O2, with properties calculated with ωB97M-V/def2-TZVPD.

Atoms and positions in Å:
1 O 0.39434 -0.71257 -0.40989
2 O 1.95885 0.76489 -1.20412
3 N -0.19917 1.96129 0.54479
4 N -1.90782 -1.13861 0.16545
5 C -0.86971 -0.43079 0.08257
6 C 1.45685 0.25867 -0.26021
7 C -0.79692 0.97274 0.46468
8 H -1.82324 -2.10207 -0.16080
9 H 1.78684 0.42644 0.77753

Summary:
Kohn-Sham gap (eV): 11.55
Net charge: 0
SMILES: [H]/N=C(/C#N)OC=O
E_LUMO (eV): -0.04
Calculated total energy (a.u.): -375.44922

2.
Below is a 7-piece molecular cluster, C21H56O7 overall, with properties calculated with ωB97M-V/def2-TZVPD.

Atoms and positions in Å:
1 O 1.31420 1.10509 -2.23731
2 O -2.83503 -5.34456 -1.22018
3 O -3.93741 3.72853 5.86498
4 O -1.54803 4.20434 0.29583
5 O -0.47592 1.48914 -0.10522
6 O 2.57767 -3.10208 0.75994
7 O 2.85167 -1.49206 -2.07911
8 C 5.25184 -1.45810 -2.15084
9 C 1.92149 2.24469 -2.87075
10 C -1.57624 -5.00215 -0.61917
11 C 1.81865 -4.17661 1.32219
12 C -2.89225 4.16138 -0.19392
13 C 2.61344 -5.47961 1.29846
14 C -2.93861 3.36823 -1.49176
15 C 3.43798 2.08171 -2.79912
16 C -3.37420 5.59207 -0.38047
17 C -3.22170 3.91680 3.51056
18 C -2.18451 0.50869 1.21356
19 C -0.69084 0.46958 0.85799
20 C -3.16957 4.50173 4.92748
21 C -3.68070 5.95064 5.05169
22 C 1.37843 3.47978 -2.20043
23 C -0.74891 -4.13963 -1.55429
24 C 1.34903 -3.78707 2.71892
25 C 3.80995 -2.43068 -4.01424
26 C 4.03868 -2.24715 -2.54070
27 C -0.25698 -0.90158 0.39630
28 C -0.86286 -6.33896 -0.33126
29 H 2.19487 -6.08813 0.48887
30 H -3.77015 6.28468 6.08080
31 H -2.71957 6.07746 -1.10615
32 H -2.45477 -0.16695 2.02289
33 H 1.72540 0.32279 -2.63429
34 H 3.98695 2.82057 -3.38511
35 H -2.97492 6.61790 4.54199
36 H -0.80598 -6.88652 -1.27235
37 H 2.64121 -1.91803 -1.23899
38 H -2.62471 -5.63212 -2.11777
39 H 0.24090 1.17614 -0.68601
40 H -3.95120 4.43655 2.87815
41 H -4.39015 5.61120 -0.77279
42 H 3.87546 -1.46268 -4.51593
43 H -2.16585 3.83652 -2.12018
44 H -2.11490 4.49730 5.21023
45 H -2.74294 0.23239 0.31146
46 H -4.84494 4.03625 5.79535
47 H -1.23079 -3.17272 -1.73769
48 H -3.42838 3.68085 0.63684
49 H -3.46434 2.86022 3.44555
50 H 1.09606 -2.72521 2.77006
51 H -1.11264 3.35001 0.14525
52 H 3.80498 2.06445 -1.76881
53 H 0.17023 -6.16586 -0.00532
54 H 3.65486 -5.32896 1.00823
55 H 0.89783 -4.20832 0.74001
56 H -0.69450 -1.57425 1.14861
57 H 2.10806 -3.81285 3.51363
58 H 4.58351 -3.09934 -4.40924
59 H -1.85294 -4.50135 0.30900
60 H -2.51640 1.53080 1.39782
61 H 1.90369 4.38623 -2.49504
62 H 6.16088 -1.99078 -2.47148
63 H -0.68381 -4.56815 -2.55916
64 H -2.25480 4.16869 3.06997
65 H -3.81769 3.55533 -2.11328
66 H 5.32136 -0.51058 -2.68074
67 H 1.69942 2.21790 -3.94432
68 H 0.80066 -1.17490 0.45171
69 H 5.38210 -1.42064 -1.07045
70 H 2.84599 -2.88156 -4.23456
71 H 1.47020 3.36769 -1.11739
72 H -0.63119 -1.27030 -0.55990
73 H 0.31007 3.57453 -2.39357
74 H -4.62513 6.08476 4.51601
75 H -3.31251 6.08884 0.58662
76 H 0.24702 -3.83374 -1.22919
77 H 3.25418 -2.78706 1.36669
78 H -0.14539 0.71413 1.78393
79 H 2.65633 -6.13125 2.17063
80 H 3.75092 1.10400 -3.17522
81 H -1.34685 -6.89936 0.46413
82 H 0.56991 -4.49136 3.01415
83 H 4.01624 -3.21557 -2.02898
84 H -2.66113 2.31819 -1.45380

Summary:
Kohn-Sham gap (eV): 9.81
Net charge: 0
SMILES: CC(C)O.CC(C)O.CC(C)O.CC(C)O.CC(C)O.CC(C)O.CC(C)O
E_LUMO (eV): 0.40
Calculated total energy (a.u.): -1360.34306

3.
Below is a 7-piece molecular cluster, C29H50FN9O11 overall, with properties calculated with ωB97M-V/def2-TZVPD.

Atoms and positions in Å:
1 F 2.70940 -1.66178 0.13535
2 O -4.12374 -0.12912 -1.16799
3 O 5.83971 -1.63486 1.20321
4 O 0.28430 3.04639 2.71875
5 O 4.30829 5.10769 1.42011
6 O -5.56381 6.03552 3.32608
7 O -0.34304 -4.89661 0.08488
8 O 5.36525 -0.53092 -0.55719
9 O -1.23029 -7.95885 -3.19748
10 O -2.15209 8.35159 2.12735
11 O 7.03664 2.02055 3.50052
12 O 2.44201 -1.34716 -6.09398
13 N -2.86642 9.83860 3.72212
14 N 1.04914 -2.97697 -5.28038
15 N 6.31147 -0.98365 0.32739
16 N -3.48196 -7.82460 -2.77338
17 N 2.00395 4.43459 1.67229
18 N -3.53691 -2.18957 -0.35024
19 N 8.26330 0.77825 1.96098
20 N 1.64655 -5.32160 -0.98302
21 N -3.90899 4.49202 2.94233
22 C -2.59083 4.21660 2.40547
23 C -3.03995 8.86013 2.78889
24 C 6.94060 3.05207 1.24618
25 C -3.41737 -0.83724 -0.47446
26 C -4.46313 5.73611 2.89470
27 C 6.10491 2.51205 -0.00939
28 C -3.74723 -7.05559 -3.97377
29 C 1.70080 -1.77901 -5.23193
30 C 4.41173 0.34703 0.05921
31 C 3.01599 -0.28871 0.40711
32 C -2.65396 -2.96748 0.49862
33 C -3.97651 10.39358 4.46961
34 C 1.23222 -3.82943 -6.43886
35 C 2.40388 -4.46614 -0.08923
36 C 1.88105 0.52977 1.08484
37 C 7.39792 1.92726 2.28275
38 C -4.57942 -2.87179 -1.08999
39 C -4.58587 -8.16124 -1.89731
40 C 3.53710 2.66514 0.98718
41 C -4.66071 3.41113 3.54836
42 C 3.45148 4.20269 1.37839
43 C 2.17538 2.01921 1.36020
44 C 1.30900 3.17998 2.01986
45 C 0.30073 -5.44947 -0.79186
46 C 2.34217 -6.01280 -2.04939
47 C -1.52939 10.33918 3.97425
48 C 0.18042 -3.42376 -4.21093
49 C -2.20176 -8.20799 -2.50476
50 C 4.69500 1.86081 0.35516
51 H -2.14393 5.11800 1.98247
52 H -2.67789 3.45818 1.62287
53 H -4.09115 2.48165 3.51273
54 H 2.00692 -3.45467 -0.14576
55 H 5.92588 3.30079 -0.82000
56 H -4.24127 -8.73848 -1.03798
57 H -4.55094 -3.94394 -0.89086
58 H -1.11984 10.74942 3.04782
59 H -5.55125 -2.46847 -0.79441
60 H -2.13126 -3.70361 -0.11263
61 H -4.09223 8.55342 2.67589
62 H 2.81913 -5.27417 -2.69947
63 H 6.72880 1.67159 -0.50314
64 H -3.80963 6.48028 2.41438
65 H -4.03538 11.46756 4.27485
66 H -3.43064 -7.63264 -4.84609
67 H 7.83566 -0.06109 2.38167
68 H -1.92088 -2.32770 0.99234
69 H 0.13616 -2.68684 -3.40713
70 H 2.03551 4.95656 2.57398
71 H 0.91136 -3.29101 -7.33401
72 H -0.17832 -6.12030 -1.52333
73 H -4.43672 -2.69214 -2.15877
74 H 0.85951 0.10897 1.36469
75 H 7.90151 3.53316 0.81208
76 H -3.17016 -6.12803 -3.93974
77 H -4.88197 3.66722 4.58761
78 H -1.95154 3.84266 3.20760
79 H 0.56551 -4.36600 -3.81212
80 H -0.89349 9.51304 4.30202
81 H -0.82470 -3.57817 -4.61200
82 H -3.25160 -3.47961 1.25759
83 H -5.31631 -8.75189 -2.45590
84 H -5.60392 3.28525 3.01081
85 H 3.10484 -6.66329 -1.61385
86 H 2.29091 -4.83050 0.93512
87 H -3.80772 10.22410 5.53613
88 H 1.65158 -6.61737 -2.64043
89 H 6.42928 3.87643 1.84710
90 H -4.80994 -6.82379 -4.05314
91 H 2.29252 -4.07437 -6.53939
92 H -1.54889 11.11398 4.74159
93 H 8.36339 0.69462 0.93968
94 H -2.59478 -0.41945 0.12900
95 H -2.11116 -8.78616 -1.57108
96 H -4.91763 9.92498 4.17775
97 H 0.65182 -4.74706 -6.33470
98 H 3.45953 -4.46277 -0.36345
99 H -5.05446 -7.23893 -1.54453
100 H 1.49271 -1.21106 -4.31040

Summary:
Kohn-Sham gap (eV): 7.16
Net charge: 0
SMILES: NC(=O)CCc1c(ON=O)c(F)cc2c1C(=O)NC2=O.CN(C)C=O.CN(C)C=O.CN(C)C=O.CN(C)C=O.CN(C)C=O.CN(C)C=O
E_LUMO (eV): -1.64
Calculated total energy (a.u.): -2555.07718

Q: Which of these has the lowest E_LUMO?
A: C29H50FN9O11

Q: Which of these has the lowest E_LUMO?
A: C29H50FN9O11